No. 1
DFT (ωB97M-V/def2-TZVPD) results for the molecule C3H2N2O2 at a distorted geometry.

Values from the calculation:
Spin multiplicity: 3
Expectation value of S²: 2.008

```
9
Properties=species:S:1:pos:R:3:forces:R:3:lowdin_spin:R:1
C -0.539 2.337 -0.588 5.707 4.099 -3.338 0.625
C -0.571 1.107 -0.157 -2.156 -2.459 1.029 0.494
C -2.637 1.913 0.163 -5.479 1.061 1.444 0.067
N -1.915 0.952 0.314 1.482 -2.457 0.526 0.160
N 0.320 0.014 -0.243 -0.265 3.067 -2.535 0.092
O -0.826 3.472 -0.881 -1.063 -0.647 0.633 0.458
O -3.603 2.580 0.203 2.028 -0.420 -0.517 0.079
H 0.101 -0.581 -1.021 0.049 -0.012 -0.789 0.019
H 0.260 -0.539 0.514 -0.304 -2.232 3.546 0.006
```
Forces are in eV/Å.

---

No. 2
DFT (ωB97M-V/def2-TZVPD) results for a structure of composition C14H42Mn2NO10 at a distorted geometry.

Values from the calculation:
Charge: +3
Spin multiplicity: 11
Expectation value of S²: 30.005

```
69
Properties=species:S:1:pos:R:3:forces:R:3:lowdin_spin:R:1
Mn -15.863 20.947 -12.589 -1.662 -0.718 -0.940 4.809
Mn -14.752 23.374 -17.824 -1.319 0.465 0.080 4.782
N -16.812 22.653 -15.229 0.353 0.960 -0.149 0.014
O -16.025 22.769 -16.204 0.001 -0.751 0.367 0.046
O -17.735 23.404 -15.087 0.018 -0.068 0.190 0.015
O -16.591 21.730 -14.375 0.607 -0.370 0.350 0.054
C -18.021 17.624 -14.185 0.148 0.450 0.589 0.001
C -16.743 18.350 -14.563 -0.597 -0.364 0.019 0.004
O -16.143 18.959 -13.345 0.492 0.349 0.164 0.048
H -17.921 17.039 -13.268 0.297 -0.433 -0.335 0.000
H -18.337 17.009 -15.024 -0.157 -0.094 0.131 0.000
H -18.794 18.348 -13.917 -0.079 0.057 -0.436 0.000
H -17.000 19.119 -15.287 0.432 0.333 0.223 0.000
H -15.963 17.700 -14.955 -0.126 -0.025 -0.139 0.001
H -15.757 18.191 -12.899 0.035 0.212 0.235 0.003
C -20.219 26.398 -15.834 -0.060 -0.202 -0.578 0.000
C -20.930 27.452 -15.013 -0.281 0.729 -0.216 0.000
O -20.310 27.640 -13.745 -0.111 -0.329 -0.064 0.000
H -20.058 25.504 -15.231 0.176 0.012 -0.007 0.000
H -19.281 26.754 -16.267 0.182 0.070 0.453 0.000
H -20.801 26.102 -16.713 -0.272 0.070 0.158 0.000
H -22.000 27.241 -14.931 0.099 -0.334 0.265 0.000
H -20.923 28.423 -15.516 0.266 -0.079 -0.106 0.000
H -20.880 27.255 -13.075 0.049 0.121 0.077 0.000
C -18.742 24.197 -18.561 0.332 -0.171 -0.742 0.001
C -17.574 25.040 -18.054 -1.470 -0.496 0.448 0.004
O -16.364 24.547 -18.711 0.315 0.487 0.052 0.049
H -18.891 24.375 -19.630 -0.018 0.032 0.037 0.000
H -19.711 24.339 -18.090 0.211 0.322 0.325 0.000
H -18.481 23.141 -18.460 -0.085 -0.004 0.156 0.000
H -17.502 24.902 -16.979 0.499 0.052 -0.040 0.000
H -17.704 26.101 -18.266 0.181 -0.014 -0.081 0.001
H -16.419 24.952 -19.589 0.433 -0.349 -0.102 0.003
C -20.026 21.199 -12.412 0.340 -0.679 -0.121 0.001
C -18.814 21.817 -11.729 -1.186 0.615 -0.661 0.005
O -17.746 20.814 -11.658 -0.013 0.326 0.341 0.051
H -19.745 20.939 -13.436 -0.219 0.188 -0.095 0.000
H -20.909 21.835 -12.399 0.196 0.288 -0.054 0.000
H -20.357 20.261 -11.951 0.178 0.105 0.269 0.000
H -19.074 22.219 -10.752 0.411 -0.269 0.214 0.001
H -18.461 22.635 -12.356 0.307 -0.032 0.117 0.001
H -18.196 20.057 -11.251 0.596 -0.259 -0.039 0.003
C -13.043 25.778 -14.620 -0.476 -0.239 0.720 0.001
C -12.942 25.252 -16.031 0.711 0.714 0.791 0.008
O -14.253 25.046 -16.620 0.130 -0.502 -0.525 0.038
H -13.478 26.774 -14.520 0.092 0.062 -0.358 0.000
H -12.068 25.802 -14.133 0.104 0.050 -0.232 0.000
H -13.668 25.123 -14.003 0.052 -0.059 -0.126 0.000
H -12.430 24.289 -16.006 -0.161 -0.064 -0.291 0.002
H -12.364 25.957 -16.631 -0.097 -0.213 -0.269 0.000
H -14.723 25.889 -16.690 0.008 -0.056 -0.037 0.002
C -21.569 23.001 -15.356 -0.237 -0.458 -0.144 0.000
C -21.113 21.650 -15.902 0.635 0.704 0.393 0.000
O -19.690 21.717 -16.154 0.229 -0.242 -0.099 0.000
H -21.471 23.761 -16.128 -0.157 0.065 0.013 0.000
H -20.964 23.317 -14.501 0.073 -0.132 0.010 0.000
H -22.601 22.949 -15.006 -0.043 0.110 -0.154 0.000
H -21.578 21.417 -16.857 -0.151 -0.088 0.106 0.000
H -21.289 20.852 -15.179 -0.209 -0.071 -0.124 0.000
H -19.324 22.427 -15.614 -0.356 -0.082 -0.073 0.000
C -16.010 20.674 -20.901 0.735 0.466 0.776 0.001
C -15.040 20.576 -19.718 0.228 -0.140 -1.180 0.006
O -15.399 21.587 -18.710 0.188 -0.253 0.234 0.041
H -15.735 21.567 -21.462 -0.275 0.002 -0.142 0.000
H -17.021 20.788 -20.510 -0.166 -0.242 -0.302 0.000
H -15.909 19.816 -21.559 -0.162 -0.107 0.063 0.000
H -14.029 20.805 -20.049 0.028 0.110 0.176 0.000
H -15.006 19.586 -19.265 -0.228 0.131 0.287 0.001
H -16.264 21.302 -18.379 0.005 0.329 0.134 0.002
```
Forces are in eV/Å.

---

No. 3
DFT (ωB97M-V/def2-TZVPD) results for a structure of composition C2H6O4S3 at a distorted geometry.

```
15
Properties=species:S:1:pos:R:3:forces:R:3:nbo_charge:R:1
C -1.674 0.922 0.700 -0.003 0.200 0.227 -0.629
C -1.381 0.034 -0.487 0.631 -0.265 0.385 -0.643
O 1.059 -0.154 0.583 -0.431 -0.059 0.542 -0.918
O -0.577 -1.897 1.146 -0.143 0.323 0.225 -0.889
O 0.456 -1.843 -1.079 -0.161 -0.042 -0.445 -0.931
O 1.995 0.911 -1.462 -0.569 0.201 -0.382 -0.918
S 3.754 0.796 0.782 -0.465 -0.431 0.029 -0.357
S 2.365 0.139 -0.320 1.429 -0.463 -0.579 1.637
S -0.134 -1.154 0.021 -0.044 -0.370 -0.300 2.362
H -0.798 1.518 0.952 -0.099 0.071 0.002 0.231
H -2.505 1.589 0.486 -0.041 0.007 -0.033 0.231
H -1.921 0.303 1.560 -0.131 0.090 0.082 0.235
H -0.964 0.561 -1.338 0.046 0.024 -0.171 0.260
H -2.241 -0.563 -0.777 0.027 -0.158 -0.121 0.255
H 2.565 -1.164 -0.768 -0.045 0.872 0.540 0.074
```
Forces are in eV/Å.

---

No. 4
DFT (ωB97M-V/def2-TZVPD) results for the ion C8H9N4 with charge +1 at a distorted geometry.

Values from the calculation:
Charge: +1
SMILES string: C1=CC2=[N+]3CC=CN3NN2C=C1

```
21
Properties=species:S:1:pos:R:3:forces:R:3:nbo_charge:R:1
C -1.191 2.139 -1.217 0.207 3.136 -2.474 -0.100
C -1.913 2.285 -0.067 0.655 -2.287 0.242 -0.229
C -0.414 1.030 -1.508 -2.124 0.277 3.673 -0.236
C -1.923 1.221 0.808 -1.944 1.193 2.501 0.070
C -0.444 0.036 -0.568 1.033 -2.436 -1.013 0.359
C 2.012 -1.715 0.555 1.067 0.394 -0.061 -0.242
C 0.984 -1.767 1.388 0.249 0.080 0.568 -0.068
C 1.532 -1.730 -0.851 -2.864 -0.832 0.838 -0.260
N -1.222 0.145 0.543 2.179 -0.732 -1.852 -0.144
N -1.251 -1.086 1.167 -1.788 -0.733 -0.849 -0.263
N 0.059 -1.505 -0.714 -2.742 4.750 0.719 -0.180
N -0.222 -1.891 0.595 0.003 -1.196 3.704 -0.113
H -1.200 3.020 -1.989 -0.015 -1.857 1.514 0.261
H -2.560 3.038 0.206 -0.938 1.974 0.028 0.255
H 0.082 1.027 -2.372 2.094 -0.546 -3.154 0.250
H -2.565 1.324 1.770 1.349 -0.784 -1.729 0.260
H 3.077 -1.628 0.713 -0.156 -0.152 0.567 0.256
H 0.890 -1.758 2.524 0.304 -0.191 -1.908 0.249
H 1.812 -0.990 -1.518 1.479 1.222 -1.281 0.223
H 1.395 -2.679 -1.337 1.368 -0.797 -0.235 0.247
H -1.341 -1.001 2.168 0.583 -0.481 0.202 0.405
```
Forces are in eV/Å.

---

No. 5
DFT (ωB97M-V/def2-TZVPD) results for a structure of composition C9H15CdIN4S2 at a distorted geometry.

```
32
Properties=species:S:1:pos:R:3:forces:R:3:nbo_charge:R:1
C -0.902 -2.276 -1.473 -0.579 -0.761 0.084 -0.762
C 1.311 2.206 -1.757 1.079 0.577 -0.280 -1.335
H -1.340 -3.260 -1.551 -0.119 -0.265 -0.065 0.222
H -1.046 -1.744 -2.410 0.171 -0.056 0.169 0.239
H -1.365 -1.757 -0.627 0.577 -0.097 -0.354 0.240
H 1.713 2.703 -0.869 0.072 -0.129 0.084 0.193
H 2.146 2.044 -2.447 0.173 0.438 -0.164 0.178
H 0.622 2.925 -2.227 0.111 -0.423 0.015 0.208
Cd 0.325 0.314 -1.432 -0.524 1.393 0.407 1.448
C -1.619 0.945 -2.294 -0.185 -0.722 -0.377 -1.308
H -1.358 1.578 -3.154 -0.169 -0.242 0.168 0.209
H -2.211 1.558 -1.600 0.157 -0.149 0.005 0.188
H -2.178 0.068 -2.640 -0.454 0.324 -0.148 0.165
I 1.189 -2.678 -1.153 -0.316 0.198 -0.138 0.088
N -3.436 -0.360 0.180 -0.225 0.071 -0.325 -0.814
C -2.451 -0.321 1.094 1.071 -0.372 0.795 0.285
N -1.187 -0.017 0.888 -0.773 -0.268 0.300 -0.555
C -0.426 -0.207 2.039 -2.481 -0.467 0.777 0.114
C -1.176 -0.631 3.128 1.760 0.334 -0.675 -0.448
S -2.819 -0.905 2.726 0.463 0.598 -0.485 0.353
C 1.004 -0.039 1.962 2.533 0.204 0.520 0.109
C 1.923 -0.137 2.995 -1.590 -0.040 -0.359 -0.446
S 3.553 -0.012 2.440 -0.982 0.151 -0.431 0.360
C 2.905 0.195 0.812 -0.775 -0.296 0.555 0.293
N 1.595 0.171 0.713 0.821 -0.302 0.776 -0.568
N 3.778 0.252 -0.218 0.364 0.020 -0.070 -0.804
H -4.359 -0.607 0.508 0.199 0.257 -0.395 0.402
H -3.295 0.086 -0.720 -0.075 -0.056 0.130 0.442
H -0.747 -0.815 4.100 -0.315 -0.160 0.064 0.238
H 1.637 -0.279 4.033 0.412 0.015 -0.208 0.240
H 4.755 0.342 0.039 -0.384 0.131 -0.415 0.398
H 3.459 0.658 -1.087 -0.017 0.094 0.042 0.428
```
Forces are in eV/Å.

---

No. 6
DFT (ωB97M-V/def2-TZVPD) results for a cluster of 2 separate species, C4H10O in total at a distorted geometry.

Values from the calculation:
SMILES string: C=CO.CC

```
15
Properties=species:S:1:pos:R:3:forces:R:3:nbo_charge:R:1
C -0.956 1.868 0.119 0.170 -0.535 0.307 -0.617
C 0.572 1.757 -0.041 0.448 0.131 2.471 -0.609
H -1.137 1.724 1.216 -0.602 -0.676 -1.136 0.208
H -1.433 1.158 -0.665 0.424 0.938 1.997 0.215
H -1.366 2.860 -0.035 0.182 0.295 -0.530 0.203
H 0.764 1.535 -1.056 0.961 -0.098 -0.900 0.207
H 1.211 2.567 0.410 -0.986 0.052 -1.091 0.205
H 0.961 0.967 0.655 -0.580 -0.113 -1.122 0.187
C -0.290 -2.348 -0.908 -3.344 -0.268 -2.031 -0.496
C 0.516 -2.064 0.040 1.737 0.416 1.957 0.133
O 0.114 -1.717 1.304 1.902 1.358 1.215 -0.690
H -0.019 -2.676 -1.886 0.693 -0.128 -0.262 0.209
H -1.367 -2.224 -0.811 0.095 -0.056 0.319 0.200
H 1.559 -2.173 -0.152 0.865 0.098 0.346 0.162
H 0.869 -1.234 1.810 -1.966 -1.412 -1.540 0.484
```
Forces are in eV/Å.

---

Per-record energy above the lowest of the compared OMol25 structures with the same formula, charge and spin, eV: 1.1862, 1.6132, 0.0000, 5.1688, 0.0000, 1.9407
Per-record molar mass, g/mol: 98.06, 494.36, 190.27, 161.19, 482.70, 74.12